Formula: C50H41F5N4NaOPS3
Source: the OMol25 dataset
Level of theory: the ωB97M-V functional and the def2-TZVPD basis

```
106
Properties=species:S:1:pos:R:3:forces:R:3:lowdin_charge:R:1
Na -0.950663 1.367250 1.130442 -0.290 0.168 0.907 0.037
N -1.434680 -0.659678 0.762680 -0.544 -0.872 -0.662 -0.256
S -1.704040 -0.838768 -0.655959 0.195 -0.210 0.167 0.740
N -0.405127 -1.032504 -1.700890 0.255 0.008 0.306 -0.350
S 0.834298 -1.717841 -1.058257 -0.289 0.123 0.036 0.864
N 1.778059 -1.070879 -0.040083 -0.049 0.065 -0.146 -0.364
S 2.058151 0.562531 0.171216 0.126 0.082 0.052 0.754
N 1.131555 1.429763 0.859212 0.974 -0.190 -0.197 -0.242
C 2.474729 1.091194 -1.487581 0.024 0.150 -0.161 -0.322
C 1.700071 2.137309 -1.961352 0.031 -0.012 -0.200 -0.070
C 1.919050 2.597920 -3.256210 -0.015 -0.005 0.032 -0.060
C 2.912217 2.026156 -4.038898 0.022 -0.031 0.021 -0.072
C 3.704492 0.996351 -3.535600 -0.043 0.040 -0.014 -0.071
C 3.490401 0.523898 -2.251188 -0.121 0.042 0.027 -0.076
C 3.676878 0.358140 0.900308 0.082 -0.089 0.206 -0.304
C 3.984464 -0.756864 1.671492 0.132 0.145 -0.036 -0.064
C 5.211110 -0.809453 2.321017 -0.027 0.018 -0.031 -0.077
C 6.111576 0.239869 2.200172 -0.030 0.037 -0.022 -0.085
C 5.782793 1.358946 1.443506 0.030 -0.026 0.010 -0.071
C 4.558189 1.427204 0.796605 0.011 -0.064 0.084 -0.067
C 1.709473 -2.217579 -2.512221 0.182 -0.032 -0.006 -0.326
C 2.910033 -2.892388 -2.318536 -0.001 0.047 -0.133 -0.068
C 3.646376 -3.261898 -3.430667 0.012 0.002 -0.025 -0.061
C 3.186251 -2.945358 -4.706855 0.030 -0.032 0.025 -0.066
C 1.987285 -2.270184 -4.878256 -0.039 0.023 0.070 -0.058
C 1.227997 -1.901703 -3.772149 0.228 -0.074 -0.081 -0.050
C 0.416533 -3.236910 -0.249296 -0.103 -0.143 -0.120 -0.311
C -0.038672 -4.288221 -1.036837 0.036 -0.045 0.138 -0.062
C -0.482038 -5.440102 -0.408592 0.019 -0.019 0.010 -0.068
C -0.474940 -5.518215 0.979622 0.011 -0.001 -0.010 -0.066
C -0.032472 -4.449086 1.747968 -0.010 -0.006 -0.020 -0.053
C 0.415439 -3.286595 1.136880 -0.077 -0.069 -0.072 -0.056
C -2.565871 0.370816 -1.636206 -0.179 0.187 -0.034 -0.306
C -1.874497 1.351984 -2.341006 -0.212 -0.094 0.093 -0.054
C -2.600785 2.332197 -2.997634 -0.033 -0.002 -0.012 -0.053
C -3.991007 2.321242 -2.956723 0.032 0.054 -0.068 -0.063
C -4.668786 1.339700 -2.249494 0.011 -0.035 0.054 -0.061
C -3.955612 0.363525 -1.568803 0.101 0.099 -0.034 -0.055
C -2.634835 -2.314153 -1.073468 -0.034 -0.214 -0.004 -0.335
C -3.099265 -3.045027 0.003128 -0.083 -0.161 -0.098 -0.066
C -3.772208 -4.241097 -0.240951 0.006 0.058 0.032 -0.071
C -3.966863 -4.679254 -1.541930 0.016 0.052 -0.005 -0.079
C -3.497951 -3.925321 -2.617960 -0.012 -0.015 0.075 -0.070
C -2.828250 -2.736035 -2.386601 -0.002 0.006 0.092 -0.070
H 0.942262 2.570641 -1.312868 0.077 -0.026 -0.027 0.109
H 1.318767 3.410796 -3.646700 0.018 -0.021 0.017 0.111
H 3.082012 2.392633 -5.044045 0.002 -0.013 0.023 0.105
H 4.489408 0.565492 -4.144957 -0.014 0.011 0.012 0.107
H 4.107707 -0.267949 -1.845416 -0.021 -0.016 0.023 0.117
H 3.278579 -1.570835 1.760585 -0.003 0.032 -0.022 0.099
H 5.461921 -1.673621 2.924029 -0.009 0.022 -0.015 0.107
H 7.069760 0.189984 2.703339 -0.030 0.010 -0.016 0.105
H 6.481524 2.181746 1.357929 -0.015 -0.016 0.005 0.107
H 4.293852 2.304024 0.216291 -0.028 -0.042 0.012 0.123
H 3.265757 -3.109540 -1.317217 -0.050 0.025 -0.028 0.124
H 4.583034 -3.790588 -3.304289 -0.033 0.019 -0.016 0.110
H 3.771187 -3.230396 -5.572859 -0.015 0.008 0.028 0.108
H 1.637735 -2.023104 -5.872914 0.014 -0.011 0.034 0.111
H 0.297478 -1.363536 -3.874484 -0.006 -0.009 0.012 0.106
H -0.056902 -4.207646 -2.117101 0.015 0.016 0.030 0.122
H -0.842469 -6.270449 -1.002331 0.008 0.020 0.025 0.112
H -0.827947 -6.418731 1.467232 0.011 0.020 -0.015 0.109
H -0.048752 -4.511061 2.828703 -0.002 -0.002 -0.031 0.112
H 0.719722 -2.420545 1.708442 0.002 -0.026 -0.028 0.108
H -0.794286 1.346972 -2.369048 -0.014 -0.031 0.005 0.085
H -2.079188 3.117043 -3.531389 -0.032 -0.011 0.014 0.114
H -4.551232 3.097397 -3.464404 0.034 -0.023 0.002 0.117
H -5.750759 1.347424 -2.202273 0.038 0.005 -0.011 0.118
H -4.477336 -0.388235 -0.986644 0.047 0.023 -0.029 0.126
H -2.912936 -2.674633 1.006279 -0.011 -0.005 -0.061 0.111
H -4.143965 -4.828777 0.589861 0.017 0.019 -0.023 0.109
H -4.491651 -5.609439 -1.725230 0.017 0.033 0.004 0.104
H -3.659456 -4.267701 -3.633067 0.006 0.012 0.035 0.106
H -2.454920 -2.139842 -3.211193 -0.010 0.003 0.036 0.116
C -1.534009 1.336824 5.779193 -0.067 0.014 0.073 -0.293
P -0.974370 1.562360 4.045044 0.312 0.253 -0.044 0.940
C -1.394985 3.342504 3.825405 0.039 -0.014 0.028 -0.277
C 0.849528 1.623290 4.321173 -0.069 -0.052 0.051 -0.388
C 1.664241 2.660734 3.871757 -0.002 0.025 -0.066 -0.102
C 3.044572 2.610335 4.042520 -0.091 -0.070 0.015 -0.087
C 3.634967 1.522499 4.669507 -0.069 -0.011 -0.001 -0.106
C 2.836340 0.475362 5.116468 -0.065 0.062 -0.049 -0.098
C 1.460538 0.526566 4.936102 0.080 -0.013 -0.019 -0.113
H -1.320518 0.327727 6.129526 0.027 0.004 -0.014 0.025
H -2.615145 1.477958 5.818780 0.002 -0.005 -0.017 0.035
H -1.052241 2.056994 6.440745 -0.013 0.008 0.055 0.046
H -0.895137 3.976725 4.560557 -0.020 0.004 0.022 0.045
H -2.476567 3.431918 3.949230 0.014 -0.011 0.011 0.043
H -1.173758 3.695081 2.814693 0.040 -0.115 0.042 0.027
H 1.230437 3.510451 3.355890 0.005 -0.062 0.049 0.100
H 3.659740 3.424146 3.676351 -0.025 -0.011 0.013 0.103
H 4.709071 1.485908 4.804225 -0.015 -0.002 -0.012 0.097
H 3.284887 -0.385105 5.600778 -0.013 0.036 -0.011 0.099
H 0.855438 -0.308655 5.275166 0.003 0.027 -0.009 0.095
F -7.041715 4.466411 -0.625879 0.001 -0.012 0.014 0.088
C -5.770798 4.129381 -0.332140 -0.099 0.094 -0.080 -0.171
C -5.489990 3.061909 0.495847 0.015 -0.185 0.129 -0.169
F -6.498326 2.332137 1.006353 0.024 0.035 -0.021 0.098
C -4.183458 2.721964 0.776306 -0.148 -0.106 0.086 -0.153
F -3.956645 1.642782 1.559863 0.007 0.024 -0.009 0.074
C -3.066221 3.402216 0.250838 0.757 -0.103 0.209 -0.319
O -1.852421 3.041869 0.493981 -1.017 1.006 -0.497 -0.129
C -3.406005 4.496604 -0.568344 -0.100 0.118 -0.140 -0.159
F -2.421686 5.211053 -1.149443 0.019 -0.034 0.020 0.085
C -4.710207 4.843299 -0.856607 0.112 0.166 -0.112 -0.167
F -4.953302 5.878346 -1.682203 -0.030 -0.060 0.044 0.096
```
Positions in Å, forces in eV/Å.

For the orbital gap, the calculation gives 0.2380 hartree. As for the total energy: -4421.4794 a.u. Its largest force on an atom is 1.51 eV Å⁻¹.